[1]
Here is a molecular structure, C42H38ClIN8O8P2Tl from OMol25. Energies are from ωB97M-V/def2-TZVPD.

Results
HOMO (eV): -5.4
Total charge: -1
Orbital gap (Eh): 0.264
Energy relative to the best compared isomer or geometry (same formula, charge and spin) (kcal per mole): 63.6

```
101
Properties=species:S:1:pos:R:3:lowdin_charge:R:1
C -4.86086 -25.22517 1.61419 -0.0661
O -6.78648 -18.29581 -1.69098 -0.1810
C -7.24710 -22.99656 -3.51681 -0.6399
C -12.58138 -20.14706 0.03121 -0.2007
O -8.99986 -17.59298 0.06519 -0.1389
C -1.53512 -18.76811 -2.40604 -0.3167
C -9.85060 -22.29730 -0.21223 -0.2910
H -6.63924 -24.63440 -4.77887 0.0727
H -9.79095 -13.18731 -0.16457 0.1431
C -11.81967 -22.12018 1.06772 -0.1975
H -10.73019 -18.83146 -1.45117 0.0985
H -6.20834 -25.18004 -0.02662 0.1473
H -10.29657 -20.22752 -2.46690 0.1043
H -4.81571 -16.15502 4.42702 0.1024
C -4.10206 -19.54073 -3.37661 -0.2693
C -10.68475 -19.92335 -1.46580 -0.2374
H -10.09522 -20.35710 2.28239 0.1010
O -7.54570 -17.62594 -3.68401 0.0890
C -10.59293 -20.00605 1.36698 -0.2390
C -7.49620 -17.50763 -2.48727 -0.5781
H -5.96445 -15.09460 2.51509 0.1138
C -6.23519 -18.36165 1.59929 -0.1901
C -4.39544 -16.42804 -2.80671 -0.1024
C -3.90100 -22.32692 1.32873 -0.0385
H -3.86404 -20.58921 -3.46971 0.0208
C -8.84740 -16.51021 -0.53806 -0.3485
H -10.69054 -18.94919 1.39798 0.0628
C -9.35743 -15.29107 -0.00489 -0.0826
C -4.83557 -15.13325 -2.66314 -0.0825
H -11.14790 -22.47769 1.84603 0.1224
H -12.99236 -22.30456 -1.23961 0.1214
C -4.72241 -14.53174 -1.41582 -0.0843
O -9.69201 -14.47182 2.18616 0.0530
C -5.94772 -22.69855 -1.58070 -0.1569
H -5.17556 -19.43796 -3.22024 0.0198
P -9.53212 -20.47156 -0.12245 1.0254
H -12.81066 -22.51869 1.24496 0.1240
H -13.56737 -20.56038 0.04420 0.1167
H -9.31891 -22.76642 0.61200 0.0871
C -11.96885 -21.96432 -1.27942 -0.1784
H -3.86007 -18.98976 -4.27764 0.0314
H -4.09268 -14.68470 0.60403 0.0945
C -8.78723 -14.01221 -1.92437 -0.1605
H -6.83016 -16.49198 0.75105 0.0775
C -7.04684 -22.20279 -2.30612 -0.3957
Tl -7.27293 -19.43803 0.05940 0.9787
N -5.21873 -20.35199 2.75557 0.0859
C -3.86230 -17.12126 -1.74159 -0.3877
C -4.19342 -23.11917 2.62176 -0.1078
H -11.53851 -22.21891 -2.25003 0.1242
C -5.09845 -18.15696 3.73072 -0.0510
C -6.49241 -24.13187 -3.84448 -0.2224
C -9.36525 -14.07839 -0.66534 0.0725
C -4.19301 -15.21446 -0.33257 -0.1083
H -3.40717 -21.35199 1.48125 0.1393
N -11.89231 -20.68098 1.19012 -0.1520
H -3.52783 -24.73881 -0.71951 0.1383
C -4.38917 -24.12029 -0.61608 -0.1037
C -5.63635 -18.94055 2.73803 -0.2517
C -5.31094 -22.41188 1.92077 -0.3058
H -4.99755 -13.46942 -1.28509 0.1113
C -5.17483 -16.78658 3.62371 -0.0969
C -6.03110 -23.13200 0.78153 -0.1160
C -4.27860 -24.60598 2.61971 -0.0423
H -1.27859 -19.81711 -2.55414 0.0181
H -0.88270 -18.34137 -1.62045 0.0353
Cl -4.71596 -26.05689 -3.43127 0.6345
O -7.79018 -21.21511 -1.86996 -0.2765
C -4.13070 -22.67701 -0.15818 -0.1316
H -4.58271 -18.59723 4.55708 0.1020
H -5.24111 -14.65047 -3.51992 0.0999
N -5.96843 -21.13723 2.15979 0.0853
N -9.98707 -15.28580 1.30796 -0.3382
H -3.40341 -17.12813 0.36545 0.1016
P -3.28204 -18.88233 -1.82843 0.9177
N -11.99602 -20.52125 -1.22594 -0.1507
C -8.22204 -15.14881 -2.45786 0.0461
C -5.25880 -23.86662 -1.85087 -0.1593
C -5.44157 -24.57091 0.43051 -0.1552
C -5.52902 -24.57448 -2.98369 -0.6341
H -4.87885 -26.29139 1.58872 0.1014
N -5.56522 -22.21764 -0.31661 0.0303
O -9.53367 -11.88014 -2.37292 0.0515
H -7.78122 -15.08414 -3.44329 0.1255
H -4.50814 -16.88336 -3.77323 0.1000
I -8.72397 -22.48567 -4.86906 0.8773
O -10.82676 -16.15556 1.48446 0.0695
N -8.86477 -12.82336 -2.74705 -0.3683
H -9.35604 -22.64921 -1.08772 0.0758
H -3.88279 -25.17613 3.51435 0.1232
C -6.36220 -16.98820 1.56158 -0.1064
N -11.23723 -22.62116 -0.18005 -0.1261
H -7.09754 -23.19655 0.90315 0.1352
C -5.79062 -16.16857 2.56495 -0.0651
H -1.42002 -18.24047 -3.33930 0.0256
H -12.60476 -19.05331 0.12445 0.1422
O -8.28675 -12.82263 -3.82353 0.0463
C -8.20257 -16.37687 -1.82375 -0.0324
H -3.51890 -22.10054 -0.83388 0.1342
H -3.81666 -22.60437 3.48536 0.1277
C -3.77641 -16.52404 -0.47704 -0.1198
```

[2]
Here is C4H10O in the gas phase from OMol25. Energies are from ωB97M-V/def2-TZVPD.

Results
HOMO (eV): -9.6
Total charge: 0
Orbital gap (Eh): 0.399
Energy relative to the best compared isomer or geometry (same formula, charge and spin) (kcal per mole): 14.1
SMILES: CCOCC

```
15
Properties=species:S:1:pos:R:3:lowdin_charge:R:1
H -2.47831 1.22566 -0.13201 0.0761
H -2.13792 0.21130 1.28085 0.0765
H -1.03678 -1.48180 -0.16059 0.1135
H 2.50348 1.06852 -0.73984 0.0757
H 0.93308 -0.98103 0.92879 0.1194
H -3.28048 -0.35265 0.04229 0.0737
C -2.34594 0.19364 0.20602 -0.0797
C 1.11964 -0.41226 0.00225 -0.3042
H 1.37358 -1.14359 -0.78294 0.1202
C -1.19222 -0.45838 -0.53480 -0.2924
H 1.97264 1.33489 0.92699 0.0776
C 2.25931 0.56802 0.20128 -0.0803
H 3.15638 0.05880 0.56791 0.0746
O -0.03020 0.32390 -0.34367 -0.1687
H -1.40400 -0.53234 -1.61186 0.1181
```

[3]
Here is a molecular structure, C5H9N3O from OMol25. Energies are from ωB97M-V/def2-TZVPD.

Results
HOMO (eV): -8.9
Total charge: 0
Orbital gap (Eh): 0.354
Energy relative to the best compared isomer or geometry (same formula, charge and spin) (kcal per mole): 235.4

```
18
Properties=species:S:1:pos:R:3:lowdin_charge:R:1
H 0.83364 -0.23125 2.36134 0.0035
N 1.48906 1.04154 -0.15581 0.0454
N 2.11619 -1.45290 -0.72420 0.1059
H 1.41158 -2.25301 -0.87328 0.0840
H -2.45608 -0.73060 -1.63070 0.0227
H -0.60450 -1.36538 2.22953 0.0998
C -0.03363 -0.43406 1.95466 -0.0144
H -0.08390 0.24902 -1.56324 0.2011
H 2.06891 1.35738 -0.85360 0.0925
N -2.70777 -0.39530 -0.74875 0.0300
H -1.74684 0.58989 1.01140 0.1820
O 0.30433 1.74410 -0.07115 0.0373
C -1.47477 -0.04311 -0.01772 -0.2421
C 1.28588 -0.51975 -0.26020 -0.2975
C -0.32632 0.63121 -0.49354 -0.4090
H -3.73370 -0.75489 -0.38571 0.1606
C -0.06832 -0.57999 0.36682 -0.2298
H -0.70313 0.50681 2.37458 0.1282
```

[4]
Here is a gas-phase ion, C4H11N2O (charge +1) from OMol25. Energies are from ωB97M-V/def2-TZVPD.

Results
HOMO (eV): -13.9
Total charge: +1
Orbital gap (Eh): 0.259
Energy relative to the best compared isomer or geometry (same formula, charge and spin) (kcal per mole): 98.8

```
18
Properties=species:S:1:pos:R:3:lowdin_charge:R:1
C -0.81172 -0.91180 0.54404 0.1580
H 0.38319 2.08944 0.02846 0.1072
N -0.33608 1.37185 -0.00429 0.1182
C -1.87466 -0.92680 -0.46686 -0.1882
H -2.62526 -0.14909 -0.23202 0.1759
N 2.37662 0.95412 0.66548 0.0319
H -0.75251 1.22151 -0.91025 0.0886
H -0.04270 0.42198 1.82346 0.1998
H -0.88997 -1.65776 1.34525 0.1639
H -0.91483 -1.36206 -2.11583 0.1221
H -2.39805 -1.88445 -0.52661 0.1449
O -1.35929 -0.58491 -1.74659 -0.0290
H 1.75806 -1.07058 1.03354 0.1259
H 2.70361 0.96572 1.62446 0.0980
H 3.21194 0.82082 0.10911 0.0990
C 0.01059 0.22756 0.73884 -0.3650
H 1.60058 -0.46634 -0.61477 0.1298
C 1.53612 -0.18182 0.43154 -0.1807
```

[5]
Here is 3 unconnected molecules or ions with the total composition H6O3 from OMol25. Energies are from ωB97M-V/def2-TZVPD.

Results
HOMO (eV): -11.1
Total charge: 0
Orbital gap (Eh): 0.432
Energy relative to the best compared isomer or geometry (same formula, charge and spin) (kcal per mole): 6.9
SMILES: O.O.O

```
9
Properties=species:S:1:pos:R:3:lowdin_charge:R:1
O -1.79030 0.48200 1.42187 -0.0543
O 0.48949 -1.24592 -1.90925 -0.0713
H 0.95349 -0.77845 -1.19931 -0.0075
O 1.26860 0.63649 0.27128 -0.0587
H 0.80078 -0.82833 -2.71858 0.0328
H 0.37470 0.44967 0.59574 0.0130
H 1.48336 1.49789 0.64355 0.0494
H -2.03692 -0.13917 0.72328 0.0496
H -1.54321 -0.07418 2.17141 0.0470
```

[6]
Here is C7H8 in the gas phase from OMol25. Energies are from ωB97M-V/def2-TZVPD.

Results
HOMO (eV): -8.7
Total charge: 0
Orbital gap (Eh): 0.353
Energy relative to the best compared isomer or geometry (same formula, charge and spin) (kcal per mole): 51.1
SMILES: Cc1ccccc1

```
15
Properties=species:S:1:pos:R:3:lowdin_charge:R:1
H 1.93239 1.78284 -1.25423 0.0923
C -0.54388 0.64218 1.44758 -0.0650
H 0.67776 1.30043 -2.56268 0.0925
H -0.89455 1.27449 2.22358 0.0942
C -0.19124 -0.92153 -0.87683 -0.0074
C -0.78113 -1.41334 0.33932 -0.1194
H -0.99966 -2.50410 0.44790 0.1182
C 0.59001 0.79114 0.62860 -0.0897
H 1.28349 1.38311 1.25895 0.1239
C 0.57032 0.24215 -0.62030 -0.3060
H 0.01355 -1.44241 -1.80087 0.1074
C 1.33084 0.95335 -1.72945 -0.0542
C -1.29002 -0.50327 1.15596 -0.1456
H -2.13033 -0.80560 1.78379 0.1101
H 2.00786 0.26714 -2.16565 0.0486
```

Number 1: M 1211.50 g/mol, E -116358.8414 eV. Number 2: M 74.12 g/mol, E -6357.1931 eV. Number 3: M 127.15 g/mol, E -11839.2020 eV. Number 4: M 103.14 g/mol, E -9344.5741 eV. Number 5: M 54.05 g/mol, E -6239.9538 eV. Number 6: M 92.14 g/mol, E -7386.5295 eV.